Entry 1:
Below is a structure of composition IMg, with properties calculated with ωB97M-V with the def2-TZVPD basis set.

Each line ends with the natural charge from an NBO analysis.
Positions of all 2 atoms, in Å:
Mg  -0.805404  -0.805692  -0.531740  1.526
I  0.805404  0.805692  0.531740  -0.526

Cartesian forces, eV/Å:
Mg 0.416 0.413 0.273
I -0.416 -0.413 -0.273

Properties
**E_LUMO**: -7.653 eV
**Energy above the lowest of the compared OMol25 structures with the same formula, charge and spin**: 0.5 kcal/mol
**Total charge**: +1
**DFT total energy**: -497.52610 a.u.
**Spin multiplicity**: 1

Entry 2:
Below is a structure of composition IO4V2 in a non-equilibrium geometry, with properties calculated with ωB97M-V with the def2-TZVPD basis set.

Each line ends with the Löwdin charge.
Positions of all 7 atoms, in Å:
O  -3.691826  0.362374  -1.211497  -0.232
V  -2.484930  0.858953  -0.432579  0.780
O  -2.838670  2.211355  0.302022  -0.262
O  3.187000  0.306824  -0.036761  -0.263
V  2.571191  -0.925219  0.658346  0.776
O  3.472200  -2.162035  0.383563  -0.251
I  -0.214964  -0.652253  0.336905  0.453

Forces on atoms 1 to 2 (eV/Å):
O -1.206 -0.342 -0.616
V 1.616 1.737 1.687

Properties
**E_LUMO**: -6.830 eV
**Energy above the lowest of the compared OMol25 structures with the same formula, charge and spin**: 9.9 kcal/mol
**Total charge**: +1
**DFT total energy**: -2486.32591 a.u.
**Spin multiplicity**: 1

Entry 3:
Below is a structure of composition InO4P in a non-equilibrium geometry, with properties calculated with ωB97M-V with the def2-TZVPD basis set.

Each line ends with the natural charge from an NBO analysis.
Positions of all 6 atoms, in Å:
In  2.420842  -1.367633  -0.713912  0.948
P  -0.523298  0.317357  0.112998  2.363
O  0.292402  -0.628103  1.019538  -0.866
O  -0.136278  1.775377  0.503868  -0.736
O  -1.988488  -0.052213  0.467758  -0.715
O  -0.065178  -0.044783  -1.390252  -0.994

Forces on atoms 1 to 2 (eV/Å):
In -1.369 0.591 0.163
P 0.318 -0.034 -1.848

Properties
**E_LUMO**: -4.643 eV
**Energy above the lowest of the compared OMol25 structures with the same formula, charge and spin**: 20.5 kcal/mol
**DFT total energy**: -832.34777 a.u.
**Spin multiplicity**: 1

Entry 4:
Below is a cluster of 2 separate species, N2 in total in a non-equilibrium geometry, with properties calculated with ωB97M-V with the def2-TZVPD basis set.

Each line ends with the natural charge from an NBO analysis.
Positions of all 2 atoms, in Å:
N  0.306932  -0.621100  0.720892  0.000
N  -0.306932  0.621100  -0.720892  0.000

Cartesian forces, eV/Å:
N -3.563 7.210 -8.369
N 3.563 -7.210 8.369

Properties
**E_LUMO**: -3.591 eV
**Energy above the lowest of the compared OMol25 structures with the same formula, charge and spin**: 304.9 kcal/mol
**DFT total energy**: -109.06667 a.u.
**Spin multiplicity**: 1